The following is a DFT calculation (ωB97M-V with the def2-TZVPD basis set) of C50H56CeFN6O8S3 as an isolated structure in a non-equilibrium geometry.

Cartesian coordinates (Å):
1 Ce -1.39102 -0.40052 1.03817
2 S 2.32639 -4.71162 3.38570
3 S 2.44502 -1.00601 4.12716
4 S 3.57520 -3.73180 0.55327
5 F 4.60771 -0.07276 -2.03607
6 O -2.66925 -1.84736 2.27226
7 O -0.01386 0.43083 -3.08535
8 O 0.16143 -1.69394 1.67458
9 O -1.66561 -1.71145 -0.85633
10 O -0.79970 0.06299 3.74596
11 O -1.60278 1.85696 1.60914
12 O -1.44447 4.08140 1.92693
13 O 0.23720 0.82594 -0.22886
14 N -4.73838 -3.50826 -0.30182
15 N 2.17620 4.45651 0.01692
16 N -4.67735 0.66605 1.19580
17 N -2.71638 0.82456 -1.19651
18 N 7.39269 3.40072 -4.77181
19 N 5.80872 2.45679 -2.60451
20 C 3.69910 6.30951 0.82916
21 C 4.66800 2.31748 -1.85204
22 C 0.85494 1.97680 0.02750
23 C 3.42424 -0.90780 1.71660
24 C -4.00807 -3.83453 2.04886
25 C 1.05239 -3.58695 2.91634
26 C -3.77327 -2.66887 4.18303
27 C 2.83577 0.93717 -0.99052
28 C 4.04089 1.06975 -1.59077
29 C 6.41768 2.26467 -5.00581
30 C 2.64751 5.84666 -0.19019
31 C 2.15125 2.06045 -0.45058
32 C -4.92260 -4.78373 4.07335
33 C 1.31042 -3.09568 -0.57913
34 C 1.35114 -2.45611 1.92692
35 C -3.76059 -1.58716 -3.81079
36 C -4.72961 1.37080 2.48687
37 C -5.63714 -0.44925 1.23625
38 C 3.86655 -0.04757 3.82358
39 C 1.17030 -5.69838 4.23371
40 C -0.16892 -4.00033 3.38817
41 C 2.80735 3.32893 -0.56229
42 C -0.07965 -5.20898 4.15812
43 C 6.72512 3.57314 -2.42113
44 C -3.02573 -1.11993 -2.69696
45 C -3.87423 -3.82087 0.57418
46 C -2.18197 -2.05091 -1.99618
47 C -4.52397 -3.65469 4.78933
48 C -3.43519 -2.76454 2.79706
49 C -4.08845 2.75602 -0.13751
50 C -1.82466 -3.30473 -2.61019
51 C 3.39176 -3.89828 -1.19233
52 C 6.87622 4.35139 -3.69863
53 C 6.07845 1.53011 -3.71511
54 C -5.81836 -1.22332 -0.08075
55 C 2.18124 -3.54536 -1.62945
56 C 4.22316 -0.02034 2.51122
57 C -5.08284 1.60039 0.11786
58 C -3.42266 -2.82594 -4.36206
59 C -6.00296 -2.76651 0.04360
60 C 0.29388 3.05174 0.73847
61 C 4.04739 3.42738 -1.23881
62 C -2.47728 -3.66743 -3.76367
63 C 1.91624 -3.07136 0.64118
64 C 2.44554 -1.53783 2.44220
65 C -4.75755 -4.80278 2.71075
66 C -3.16329 0.26509 -2.25011
67 C 1.00412 4.26238 0.70892
68 C -1.00298 2.99559 1.51505
69 C -2.98176 2.30043 -1.13341
70 H -3.33847 -1.82429 4.74407
71 H -4.76934 -3.52928 5.84491
72 H -1.07707 -3.46288 3.19648
73 H 7.70651 3.18917 -2.05776
74 H 4.28448 0.56336 4.61886
75 H -3.94072 -3.18323 -5.25307
76 H 4.51031 4.42846 -1.31424
77 H 1.52870 -6.57269 4.75932
78 H -4.66400 3.58057 -0.59331
79 H 2.96791 5.93214 -1.24629
80 H 0.06049 0.37565 -2.10044
81 H 4.23796 -4.32126 -1.70197
82 H -6.62607 -0.03888 1.56102
83 H -1.10730 -3.95463 -2.06861
84 H -0.69378 1.01189 3.94720
85 H -4.56692 -1.01288 -4.26145
86 H 5.94542 4.79784 -4.09404
87 H -4.62543 0.56124 3.23624
88 H 6.86239 1.55511 -5.74729
89 H 4.18943 7.22952 0.47863
90 H 5.48957 2.68453 -5.42607
91 H -5.44742 -5.57930 4.64403
92 H 3.29964 6.44789 1.83549
93 H -2.02204 2.79807 -0.90884
94 H 5.03892 0.56271 2.07792
95 H -5.68587 1.91656 2.68693
96 H -4.93674 -1.16326 -0.74999
97 H 0.65524 5.12247 1.26949
98 H 8.30310 2.96749 -4.47514
99 H -2.86976 -4.12477 0.18563
100 H 7.51089 3.90304 -5.65015
101 H 4.49396 5.54385 0.96169
102 H 6.34245 4.24094 -1.64919
103 H -3.88371 2.03478 2.62300
104 H 6.87319 0.78697 -3.44517
105 H -5.35513 -1.13974 2.05715
106 H -2.31136 -4.64224 -4.22481
107 H -0.84411 0.89715 -3.24806
108 H -3.71695 0.86152 -3.02015
109 H -5.21868 -5.60647 2.13430
110 H 1.69789 6.41445 -0.09667
111 H 0.27417 -2.80407 -0.70986
112 H -6.72191 -3.10682 -0.72917
113 H 2.32421 -0.03112 -0.97135
114 H 5.15240 0.96465 -3.88462
115 H 0.11335 -0.30459 3.98273
116 H -6.11237 1.98025 0.36640
117 H 3.60214 -1.06534 0.67768
118 H -3.63879 3.13977 0.79140
119 H -6.40200 -3.12560 1.02057
120 H 7.60368 5.17503 -3.56693
121 H -3.32477 2.56236 -2.13907
122 H -5.21297 1.00968 -0.79236
123 H 1.89033 -3.70806 -2.69896
124 H -6.68522 -0.80967 -0.64168
125 H -0.90851 -5.70284 4.62104

Summary:
LUMO energy (alpha / beta) = -2.30 / -2.30 eV
HOMO level (alpha / beta) = -5.4 / -5.8 eV
Spin multiplicity = 2
Frontier orbital gap (alpha / beta) = 0.1140 / 0.1271 Ha
Charge = 0

---

The following is a DFT calculation (ωB97M-V with the def2-TZVPD basis set) of C50H57As3BrNO2S2V as an isolated structure.

Cartesian coordinates (Å):
1 Br 1.32636 2.80434 -4.58220
2 As -1.46569 1.59171 0.29179
3 As -2.13198 -1.93197 0.12307
4 As -6.82106 -1.33281 1.49173
5 V 0.06635 -0.43019 -0.01328
6 S 0.05920 -1.62298 3.06341
7 S 2.87265 -0.43027 0.74768
8 O 1.82835 0.39000 -0.12508
9 O 0.14358 -0.49387 1.96558
10 N -0.08568 -0.17211 -2.15319
11 C 0.75600 -6.86271 0.75010
12 C 4.39917 -0.15533 -1.53589
13 C 6.52165 -3.18243 4.18918
14 C -0.59564 0.44395 4.77322
15 C 1.66280 -4.26809 1.27733
16 C -4.20319 0.92338 2.57168
17 C -2.59682 -1.08094 5.97235
18 C 1.53926 -5.21060 2.32858
19 C 5.64458 -2.51151 4.98997
20 C 6.11576 -3.65623 2.91963
21 C -3.22356 0.82046 7.48609
22 C 0.51798 1.22103 -4.00056
23 C -1.14063 2.63892 1.87993
24 C -1.37492 0.98115 5.77905
25 C 1.85132 -2.43774 -0.86710
26 C 2.10872 -1.35655 4.96047
27 C 2.13990 -2.94944 1.51134
28 C -0.83627 -0.86643 4.36508
29 C -3.34734 -2.23116 -1.36490
30 C -4.02351 0.17392 1.24732
31 C 1.09221 -6.47402 2.06711
32 C -1.83766 -1.63343 4.95491
33 C -5.39754 -0.18547 0.65070
34 C 4.36317 -0.32083 -0.15372
35 C -1.99313 -3.74793 0.78946
36 C 2.57508 -2.50889 2.86465
37 C 1.41067 -3.71403 -1.09801
38 C -0.62278 -0.83601 -4.38324
39 C 8.14777 -0.05077 -2.10619
40 C -7.67250 0.02625 2.61666
41 C 4.84329 -3.44843 2.47482
42 C 0.86324 -5.97542 -0.28179
43 C 6.81887 -0.16432 -1.42617
44 C 3.38781 -1.59065 5.37720
45 C -2.38281 0.23100 6.39581
46 C 1.30896 -4.65267 -0.04408
47 C -0.61621 -1.04913 -3.01803
48 C -3.36432 1.12276 0.22530
49 C 5.62956 -0.07355 -2.15677
50 C 1.71336 -1.81221 3.68346
51 C 6.74764 -0.32735 -0.04264
52 C -0.05455 0.32118 -4.89138
53 C 0.48610 0.93760 -2.64531
54 C -3.18286 -1.08406 1.53562
55 C -5.97829 -2.36075 2.94978
56 C 2.21730 -2.07219 0.45338
57 C 5.52807 -0.39170 0.60689
58 C 3.90758 -2.75312 3.28708
59 C 4.31440 -2.27853 4.56024
60 C -1.45346 2.94883 -1.09281
61 H -3.28965 0.13885 8.33376
62 H 3.48533 -0.05402 -2.10653
63 H -4.66587 0.28520 3.32073
64 H -3.00966 -4.12482 0.90558
65 H -5.44438 -3.23118 2.56670
66 H -3.51336 -1.33306 -1.95496
67 H 4.54067 -3.82074 1.50381
68 H -1.03351 -1.95077 -2.59456
69 H 8.05298 -0.11698 -3.18756
70 H -2.18284 3.70912 -0.81394
71 H -0.47223 3.41288 -1.17218
72 H 0.42173 -7.87442 0.56398
73 H -1.19485 1.99609 6.11004
74 H -2.02158 -2.64934 4.62515
75 H 1.81717 -4.92744 3.33577
76 H 0.19466 1.02781 4.31675
77 H -0.04812 0.52087 -5.95472
78 H -1.45644 -4.36921 0.07640
79 H 7.66079 -0.38259 0.53629
80 H -2.82281 1.76936 7.83520
81 H -3.24573 1.25927 2.97812
82 H -1.47778 -3.77532 1.74660
83 H -5.33602 -1.79437 3.62166
84 H -3.48868 0.73335 -0.79144
85 H 5.67830 0.07310 -3.22805
86 H -0.16320 3.11132 1.79401
87 H -5.24970 -0.61281 -0.34274
88 H 6.82364 -4.19225 2.30168
89 H -1.16112 2.00305 2.75992
90 H -4.24029 0.99278 7.12769
91 H 0.61676 -6.27404 -1.29316
92 H -3.89253 2.08036 0.24043
93 H 3.70366 -1.25355 6.35617
94 H 8.61000 0.90812 -1.86443
95 H -4.84556 1.79540 2.43797
96 H -6.99882 0.45996 3.35408
97 H 0.94102 1.61156 -1.93300
98 H -8.07114 0.81370 1.97830
99 H -1.06646 -1.57031 -5.04072
100 H -6.81842 -2.74248 3.53170
101 H -1.73788 2.51769 -2.05100
102 H 1.00788 -7.19517 2.86898
103 H -8.51078 -0.43827 3.13398
104 H 5.48427 -0.48952 1.68514
105 H 2.01079 -1.74996 -1.68667
106 H -3.36802 -1.67700 6.44369
107 H 7.53417 -3.36286 4.52368
108 H -2.45436 -0.85050 2.31402
109 H -5.93342 0.75283 0.47165
110 H -2.93585 -3.01442 -2.00108
111 H -1.91118 3.40520 1.95972
112 H 1.16828 -4.03064 -2.10578
113 H 5.94871 -2.15407 5.96528
114 H 1.40960 -0.85224 5.60917
115 H 8.82649 -0.83302 -1.76721
116 H -3.82203 -1.86889 1.93763
117 H -4.29837 -2.58166 -0.96515

Summary:
LUMO energy (alpha / beta) = -8.65 / -7.88 eV
HOMO level (alpha / beta) = -14.3 / -14.3 eV
Relative energy (zero: lowest compared OMol25 entry of this formula, charge and spin) = 0.000 eV
Spin multiplicity = 3
Frontier orbital gap (alpha / beta) = 0.2086 / 0.2367 Ha
Charge = +3

---

The highest spin multiplicity belongs to which entry? C50H57As3BrNO2S2V